1.
{
  "formula": "C18H37BN4O6P",
  "method": "ωB97M-V with the def2-TZVPD basis set",
  "charge": 1,
  "smiles": "CCOCCCCCc1c(CP(=O)(O)O)[nH]c(B(N)O)[n+]1CCCCN(C)C(C)=O",
  "homo_lumo_gap_ev": 7.6,
  "e_lumo_ha": -0.164,
  "elements": ["C", "C", "O", "C", "C", "C", "C", "C", "C", "C", "C", "P", "O", "O", "O", "N", "C", "B", "N", "O", "N", "C", "C", "C", "C", "N", "C", "C", "C", "O", "H", "H", "H", "H", "H", "H", "H", "H", "H", "H", "H", "H", "H", "H", "H", "H", "H", "H", "H", "H", "H", "H", "H", "H", "H", "H", "H", "H", "H", "H", "H", "H", "H", "H", "H", "H", "H"],
  "coordinates": [[2.426, -2.171, 4.128], [1.699, -1.245, 2.981], [0.235, -1.153, 3.101], [-0.427, -2.454, 2.924], [-2.078, -2.341, 2.976], [-2.619, -0.763, 2.952], [-2.558, -0.297, 1.384], [-2.636, 1.314, 1.117], [-1.358, 1.965, 0.329], [-0.637, 3.393, 0.721], [-0.964, 4.516, 1.867], [0.547, 5.666, 2.281], [0.240, 6.558, 3.589], [1.993, 4.706, 2.457], [0.741, 6.767, 0.900], [0.535, 3.662, -0.197], [0.506, 2.441, -1.105], [1.739, 2.481, -2.204], [2.144, 1.130, -2.827], [2.364, 3.782, -2.580], [-0.597, 1.407, -0.885], [-0.825, 0.129, -1.659], [-1.087, 0.322, -3.268], [-0.963, -1.044, -4.161], [0.373, -1.950, -3.877], [-0.127, -3.339, -3.465], [0.997, -4.320, -3.772], [-0.369, -3.417, -1.968], [0.769, -3.256, -0.795], [-1.633, -3.677, -1.533], [3.426, -1.661, 4.514], [2.672, -3.234, 3.664], [1.728, -2.342, 5.055], [2.116, -0.138, 3.141], [2.074, -1.550, 1.892], [-0.140, -3.211, 3.802], [-0.089, -3.020, 1.930], [-2.449, -2.800, 3.985], [-2.491, -2.981, 2.078], [-2.058, -0.068, 3.708], [-3.756, -0.832, 3.297], [-3.426, -0.800, 0.740], [-1.527, -0.688, 0.937], [-3.625, 1.610, 0.549], [-2.704, 1.830, 2.191], [-1.454, 4.104, 2.847], [-1.770, 5.255, 1.386], [1.783, 3.737, 2.319], [1.677, 6.660, 0.513], [1.224, 4.443, -0.247], [3.130, 1.151, -3.171], [2.077, 0.432, -2.053], [3.293, 3.848, -2.207], [-1.745, -0.520, -1.263], [0.129, -0.557, -1.443], [-0.436, 1.144, -3.786], [-2.218, 0.690, -3.376], [-1.940, -1.696, -4.017], [-0.939, -0.730, -5.298], [0.951, -2.063, -4.914], [1.144, -1.486, -3.131], [2.032, -3.774, -3.840], [0.693, -4.879, -4.761], [1.019, -5.108, -2.889], [0.907, -4.245, -0.156], [0.460, -2.363, -0.095], [1.804, -2.971, -1.312]]
}

2.
{
  "formula": "C5H13NO",
  "method": "ωB97M-V with the def2-TZVPD basis set",
  "charge": 0,
  "homo_lumo_gap_ev": 5.9,
  "e_lumo_ha": -0.024,
  "de_lowest_kj_mol": 547.2,
  "elements": ["C", "O", "C", "C", "H", "H", "H", "H", "H", "H", "H", "C", "C", "N", "H", "H", "H", "H", "H", "H"],
  "coordinates": [[-1.587, -0.128, 1.192], [-1.575, -0.561, -0.142], [-1.593, 1.386, 1.350], [-0.324, 2.113, 0.943], [-0.710, -0.551, 1.787], [-2.514, -0.515, 1.707], [-1.827, 1.639, 2.388], [-2.376, 1.774, 0.702], [-0.472, 3.248, 0.977], [0.131, 1.820, -0.033], [0.494, 2.014, 1.716], [1.228, -1.153, -0.852], [0.291, -2.084, -0.952], [2.334, -1.031, -1.887], [1.138, -0.271, -0.185], [-0.812, -1.647, -0.613], [0.319, -2.938, -1.611], [2.143, -1.751, -2.589], [2.425, -0.177, -2.433], [3.287, -1.187, -1.465]]
}

3.
{
  "formula": "C45H38As2BrMgNO4",
  "method": "ωB97M-V with the def2-TZVPD basis set",
  "charge": 0,
  "homo_lumo_gap_ev": 8.4,
  "e_lumo_ha": 0.006,
  "elements": ["Mg", "C", "C", "C", "C", "C", "C", "H", "H", "H", "H", "H", "H", "C", "C", "As", "C", "C", "C", "C", "C", "C", "C", "C", "C", "C", "C", "C", "As", "C", "C", "C", "C", "C", "C", "C", "C", "C", "C", "C", "C", "H", "H", "H", "H", "H", "H", "H", "H", "H", "H", "H", "H", "H", "H", "H", "H", "H", "H", "H", "H", "H", "H", "H", "H", "O", "C", "O", "C", "C", "C", "C", "C", "C", "H", "H", "H", "H", "H", "Br", "C", "C", "N", "C", "C", "C", "C", "O", "O", "H", "H", "H"],
  "coordinates": [[0.097, -1.581, 2.236], [-3.359, -2.684, 2.778], [-3.778, -2.266, 1.521], [-3.001, -2.517, 0.399], [-1.808, -3.215, 0.527], [-1.392, -3.648, 1.787], [-2.158, -3.367, 2.917], [-3.962, -2.469, 3.651], [-4.709, -1.723, 1.419], [-3.316, -2.168, -0.576], [-1.209, -3.429, -0.350], [-0.479, -4.225, 1.885], [-1.818, -3.688, 3.893], [-1.071, 0.474, -1.903], [-0.419, 0.742, -0.553], [-1.006, 2.502, 0.123], [0.490, 2.992, 1.276], [0.875, 4.328, 1.377], [1.846, 4.714, 2.290], [2.442, 3.772, 3.119], [2.065, 2.441, 3.025], [1.096, 2.058, 2.108], [-0.518, 3.550, -1.449], [-1.528, 4.197, -2.151], [-1.244, 4.890, -3.323], [0.057, 4.938, -3.799], [1.075, 4.297, -3.101], [0.788, 3.609, -1.932], [-1.302, -1.450, -2.269], [0.549, -1.934, -2.660], [1.046, -2.176, -3.937], [2.366, -2.573, -4.114], [3.201, -2.735, -3.019], [2.712, -2.502, -1.741], [1.394, -2.111, -1.564], [-2.040, -1.309, -4.069], [-3.029, -2.217, -4.434], [-3.617, -2.163, -5.692], [-3.223, -1.190, -6.597], [-2.241, -0.274, -6.242], [-1.653, -0.334, -4.987], [-0.521, 0.959, -2.709], [-2.092, 0.872, -1.932], [0.669, 0.676, -0.595], [-0.780, 0.031, 0.191], [0.417, 5.075, 0.739], [2.134, 5.756, 2.357], [3.199, 4.075, 3.831], [2.526, 1.694, 3.660], [0.822, 1.016, 2.038], [-2.548, 4.162, -1.783], [-2.039, 5.391, -3.862], [0.281, 5.477, -4.712], [2.092, 4.335, -3.468], [1.587, 3.116, -1.390], [0.405, -2.065, -4.802], [2.738, -2.761, -5.114], [4.228, -3.049, -3.159], [3.353, -2.636, -0.879], [1.028, -1.941, -0.558], [-3.346, -2.976, -3.728], [-4.383, -2.879, -5.960], [-3.681, -1.142, -7.577], [-1.932, 0.489, -6.944], [-0.884, 0.385, -4.732], [1.876, -1.243, 1.414], [2.364, -2.120, 2.206], [1.578, -2.838, 2.889], [3.837, -2.264, 2.328], [4.679, -1.491, 1.536], [6.053, -1.630, 1.655], [6.581, -2.531, 2.570], [5.740, -3.296, 3.368], [4.366, -3.164, 3.247], [4.246, -0.783, 0.842], [6.712, -1.032, 1.039], [7.655, -2.637, 2.664], [6.155, -3.993, 4.084], [3.689, -3.750, 3.854], [-5.206, 3.622, 2.618], [-4.014, 2.566, 3.632], [-3.974, 2.712, 5.012], [-3.157, 2.010, 5.791], [-2.344, 1.137, 5.202], [-2.324, 0.925, 3.830], [-3.180, 1.655, 3.017], [-1.386, -0.055, 3.228], [-0.539, -0.668, 3.936], [-1.428, -0.266, 1.974], [-4.629, 3.425, 5.500], [-1.672, 0.575, 5.839], [-3.170, 1.516, 1.945]]
}